i | ORCA calculation (ωB97M-V/def2-TZVPD) on a single C3H5NO2S molecule.

Computed properties:
Gap between HOMO and LUMO ... 9.52 eV
Highest occupied orbital energy ... -9.09 eV
Structure (SMILES) ... C=NOCOC=S

ORCA input file:
```
! wB97M-V def2-TZVPD RIJCOSX def2/J DEFGRID3
* xyz 0 1
C 2.67540 0.24297 -0.39464
N 1.47428 0.26471 -0.55124
O 0.93482 -0.60421 0.39324
C -0.46687 -0.81775 0.10837
O -1.02752 0.53410 0.55122
C -2.35519 0.84286 0.20031
S -3.24004 -0.27296 -0.40911
H 3.17244 1.14725 -0.85603
H 3.03672 -0.57312 0.45135
H -0.94477 -1.00739 -0.92204
H -0.62264 -1.66983 0.96562
H -2.63664 1.91338 0.46295
*
```

Table of Löwdin atomic charges, one value per atom, all in e: number 1, C, carries -0.065; number 2, N, carries -0.046; number 3, O, carries -0.180; number 4, C, carries -0.182; number 5, O, carries -0.197; number 6, C, carries -0.713; number 7, S, carries 0.759; number 8, H, carries 0.098; number 9, H, carries 0.153; number 10, H, carries 0.096; number 11, H, carries 0.179; number 12, H, carries 0.100

---

ii | ORCA calculation (ωB97M-V/def2-TZVPD) on a single C3H5NO2S molecule.

Computed properties:
Gap between HOMO and LUMO ... 10.28 eV
Highest occupied orbital energy ... -9.62 eV
Structure (SMILES) ... O=C1[C@H](S)CN1O

ORCA input file:
```
! wB97M-V def2-TZVPD RIJCOSX def2/J DEFGRID3
* xyz 0 1
O -0.59242 -0.13011 2.32977
C -0.28676 -0.03266 1.17190
C -0.48677 -0.83764 -0.12265
S 0.42402 -2.38939 -0.19379
C 0.05147 0.40312 -0.87254
N 0.39674 0.91026 0.43059
O 0.46049 2.27484 0.76822
H -1.58016 -1.01324 -0.27663
H -0.02063 -2.78837 -1.36943
H -0.72761 0.96968 -1.34544
H 0.94716 0.22932 -1.52433
H 1.41447 2.40421 1.00434
*
```

Table of Löwdin atomic charges, one value per atom, all in e: number 1, O, carries 0.115; number 2, C, carries -0.471; number 3, C, carries -0.554; number 4, S, carries 0.779; number 5, C, carries -0.130; number 6, N, carries -0.117; number 7, O, carries 0.031; number 8, H, carries 0.126; number 9, H, carries -0.155; number 10, H, carries 0.115; number 11, H, carries 0.128; number 12, H, carries 0.132

---

Q: Which of them is the least stable? A: i.

---

i | ORCA calculation (ωB97M-V/def2-TZVPD) on 5 unconnected molecules or ions with the total composition C5H10Cl10.

Computed properties:
Gap between HOMO and LUMO ... 11.19 eV
Highest occupied orbital energy ... -10.94 eV
Structure (SMILES) ... ClCCl.ClCCl.ClCCl.ClCCl.ClCCl

ORCA input file:
```
! wB97M-V def2-TZVPD RIJCOSX def2/J DEFGRID3
* xyz 0 1
Cl -6.07855 -7.45720 -4.21186
C -5.52538 -6.03216 -3.37773
Cl -6.67506 -4.72205 -3.50442
H -5.43766 -6.23632 -2.31062
H -4.56365 -5.73558 -3.79632
Cl -5.99669 -11.31948 0.10451
C -7.57178 -10.64128 0.62660
Cl -9.05154 -11.53600 0.02323
H -7.59504 -10.76259 1.70958
H -7.57934 -9.58277 0.36661
Cl -9.21091 4.83397 2.59860
C -8.05881 4.06338 3.73089
Cl -6.40869 4.30653 3.12445
H -8.26117 4.46769 4.72269
H -8.33735 3.01022 3.76782
Cl -9.92152 -3.81142 8.60146
C -9.15632 -5.36577 8.88859
Cl -8.71018 -6.31999 7.48370
H -8.22436 -5.02040 9.33609
H -9.69744 -5.96679 9.61939
Cl -7.73927 -4.67900 1.90712
C -8.20974 -3.34087 3.01743
Cl -7.63374 -1.76453 2.37692
H -9.29318 -3.26292 2.92704
H -7.84383 -3.45985 4.03726
*
```

Table of Löwdin atomic charges, one value per atom, all in e: number 1, Cl, carries 0.519; number 2, C, carries -1.082; number 3, Cl, carries 0.512; number 4, H, carries 0.023; number 5, H, carries 0.029; number 6, Cl, carries 0.476; number 7, C, carries -0.964; number 8, Cl, carries 0.450; number 9, H, carries 0.013; number 10, H, carries 0.025; number 11, Cl, carries 0.466; number 12, C, carries -1.011; number 13, Cl, carries 0.493; number 14, H, carries 0.029; number 15, H, carries 0.023; number 16, Cl, carries 0.511; number 17, C, carries -1.071; number 18, Cl, carries 0.514; number 19, H, carries 0.010; number 20, H, carries 0.035; number 21, Cl, carries 0.461; number 22, C, carries -0.972; number 23, Cl, carries 0.464; number 24, H, carries 0.015; number 25, H, carries 0.031

---

ii | ORCA calculation (ωB97M-V/def2-TZVPD) on 5 unconnected molecules or ions with the total composition C5H10Cl10.

Computed properties:
Gap between HOMO and LUMO ... 11.19 eV
Highest occupied orbital energy ... -10.94 eV
Structure (SMILES) ... ClCCl.ClCCl.ClCCl.ClCCl.ClCCl

ORCA input file:
```
! wB97M-V def2-TZVPD RIJCOSX def2/J DEFGRID3
* xyz 0 1
Cl -0.84852 -1.89972 3.11698
C -0.57884 -3.52775 2.49106
Cl -1.81499 -4.64945 3.11466
H -0.66057 -3.50026 1.41046
H 0.41060 -3.88456 2.75095
Cl 1.41758 -1.74614 0.06024
C 0.69907 -0.18527 0.57453
Cl 1.67936 1.17145 -0.04948
H -0.25947 -0.04215 0.09467
H 0.64516 -0.16072 1.65143
Cl 2.35155 5.61315 1.48019
C 1.21919 4.90857 0.30852
Cl -0.26718 5.84702 0.21385
H 1.67720 4.76376 -0.66647
H 0.97182 3.89952 0.63075
Cl -5.65388 -0.24803 -0.01199
C -3.89728 -0.47714 -0.24278
Cl -2.95308 0.93387 0.29195
H -3.60789 -1.23973 0.46610
H -3.75150 -0.61086 -1.30282
Cl 3.99238 -1.91129 -2.76205
C 2.67529 -0.86532 -3.29132
Cl 1.19329 -1.77221 -3.58314
H 2.42507 -0.10385 -2.55583
H 2.93565 -0.31290 -4.19046
*
```

Table of Löwdin atomic charges, one value per atom, all in e: number 1, Cl, carries 0.533; number 2, C, carries -1.029; number 3, Cl, carries 0.499; number 4, H, carries 0.000; number 5, H, carries 0.031; number 6, Cl, carries 0.512; number 7, C, carries -0.975; number 8, Cl, carries 0.532; number 9, H, carries -0.024; number 10, H, carries -0.018; number 11, Cl, carries 0.495; number 12, C, carries -1.059; number 13, Cl, carries 0.508; number 14, H, carries 0.030; number 15, H, carries -0.025; number 16, Cl, carries 0.495; number 17, C, carries -0.980; number 18, Cl, carries 0.504; number 19, H, carries 0.010; number 20, H, carries 0.023; number 21, Cl, carries 0.505; number 22, C, carries -1.058; number 23, Cl, carries 0.487; number 24, H, carries -0.025; number 25, H, carries 0.029

---

Q: Which of them is the least stable? A: i.

---

i | ORCA calculation (ωB97M-V/def2-TZVPD) on 2 unconnected molecules or ions with the total composition C2H7N4S.

Computed properties:
Gap between HOMO and LUMO (spin up / spin down) ... 7.68 / 7.21 eV
Highest occupied orbital energy (spin up / spin down) ... -13.77 / -13.69 eV

ORCA input file:
```
! wB97M-V def2-TZVPD RIJCOSX def2/J DEFGRID3
* xyz 1 1
C -1.82740 -1.15628 -0.07030
C -0.82014 0.97109 -0.08934
N -2.99146 -0.63618 0.04416
N -0.70210 -0.32831 -0.03571
N 2.26659 0.89835 0.04401
N 0.52794 -0.99654 0.01822
S -3.59397 0.76178 0.12018
H -1.92687 -2.23090 -0.08400
H -0.01179 1.58268 -0.44047
H 2.35813 1.20753 0.94023
H 3.24452 0.56772 -0.03607
H 0.29281 -2.00086 -0.04770
H 1.92925 1.64855 -0.55204
H 1.25449 -0.28863 0.18885
*
```

Table of Löwdin atomic charges, one value per atom, all in e: number 1, C, carries -0.185; number 2, C, carries 0.156; number 3, N, carries -0.481; number 4, N, carries -0.200; number 5, N, carries 0.060; number 6, N, carries 0.121; number 7, S, carries 0.992; number 8, H, carries 0.150; number 9, H, carries 0.055; number 10, H, carries 0.025; number 11, H, carries 0.104; number 12, H, carries 0.131; number 13, H, carries 0.065; number 14, H, carries 0.006

---

ii | ORCA calculation (ωB97M-V/def2-TZVPD) on 2 unconnected molecules or ions with the total composition C2H7N4S.

Computed properties:
Gap between HOMO and LUMO (spin up / spin down) ... 7.72 / 5.69 eV
Highest occupied orbital energy (spin up / spin down) ... -12.65 / -11.70 eV

ORCA input file:
```
! wB97M-V def2-TZVPD RIJCOSX def2/J DEFGRID3
* xyz 1 1
C -0.54378 -0.51045 -0.53440
C -0.12310 0.61331 1.98882
N 0.51916 -0.35769 -1.08796
N 1.59736 -0.45084 -1.59240
N 2.23628 0.59357 -2.14076
N -1.78287 -0.74112 -0.67475
S -1.53578 0.08726 2.73849
H -0.30281 1.52016 1.37871
H 0.92990 0.36639 1.88601
H 1.79970 1.50449 -1.99298
H 3.13681 0.45866 -1.78849
H -2.49695 -0.77491 0.09495
H -2.08043 -1.14097 -1.56842
H -1.35350 -1.16786 3.29319
*
```

Table of Löwdin atomic charges, one value per atom, all in e: number 1, C, carries -0.188; number 2, C, carries -0.383; number 3, N, carries 0.051; number 4, N, carries -0.023; number 5, N, carries 0.099; number 6, N, carries 0.139; number 7, S, carries 0.821; number 8, H, carries 0.032; number 9, H, carries 0.043; number 10, H, carries 0.115; number 11, H, carries 0.084; number 12, H, carries 0.123; number 13, H, carries 0.143; number 14, H, carries -0.056

---

Q: Which of them is the least stable? A: i.

---

i | ORCA calculation (ωB97M-V/def2-TZVPD) on a molecular structure, C2H7N4S.

Computed properties:
Gap between HOMO and LUMO ... 8.72 eV
Highest occupied orbital energy ... -13.61 eV

ORCA input file:
```
! wB97M-V def2-TZVPD RIJCOSX def2/J DEFGRID3
* xyz 1 1
C -1.14629 1.02865 0.06049
C 2.13390 -0.29330 0.34675
N 0.04851 0.91840 -0.10026
N 0.85410 -0.03420 -0.36625
N -0.36760 -1.65997 -0.39475
N -2.09461 1.85429 -0.01909
S -1.70955 -1.31247 0.36374
H 2.43579 0.68484 0.84825
H 2.93982 -0.70128 -0.30091
H 1.93288 -0.76108 1.33146
H 0.39244 -2.27323 -0.10528
H -0.23722 -1.50703 -1.46992
H -2.31102 2.59239 -0.65648
H -2.87116 1.46399 0.46222
*
```

Table of Löwdin atomic charges, one value per atom, all in e: number 1, C, carries -0.344; number 2, C, carries -0.047; number 3, N, carries 0.069; number 4, N, carries -0.085; number 5, N, carries -0.448; number 6, N, carries 0.183; number 7, S, carries 0.852; number 8, H, carries 0.114; number 9, H, carries 0.101; number 10, H, carries 0.094; number 11, H, carries 0.093; number 12, H, carries 0.159; number 13, H, carries 0.147; number 14, H, carries 0.113

---

ii | ORCA calculation (ωB97M-V/def2-TZVPD) on 2 unconnected molecules or ions with the total composition C2H7N4S.

Computed properties:
Gap between HOMO and LUMO ... 10.01 eV
Highest occupied orbital energy ... -13.32 eV

ORCA input file:
```
! wB97M-V def2-TZVPD RIJCOSX def2/J DEFGRID3
* xyz 1 1
C 1.41476 0.26902 0.03195
C -3.37373 -0.04696 0.11730
N 1.98437 1.44050 0.19562
N -3.60365 -1.20164 0.30751
N -0.32625 -1.17644 -0.56185
N 0.19950 0.09501 -0.40038
S -2.74650 1.34307 -0.20462
H 1.96451 -0.63011 0.29732
H 2.92868 1.51027 0.54295
H 1.51111 2.29446 -0.06277
H -1.12621 -1.16662 -1.18398
H -4.38633 -1.76911 0.55839
H -0.58067 -1.62528 0.31269
H -0.40548 0.88983 -0.64017
*
```

Table of Löwdin atomic charges, one value per atom, all in e: number 1, C, carries -0.120; number 2, C, carries -0.833; number 3, N, carries 0.188; number 4, N, carries 0.153; number 5, N, carries 0.070; number 6, N, carries -0.040; number 7, S, carries 0.758; number 8, H, carries 0.171; number 9, H, carries 0.139; number 10, H, carries 0.139; number 11, H, carries 0.091; number 12, H, carries 0.102; number 13, H, carries 0.108; number 14, H, carries 0.073

---

iii | ORCA calculation (ωB97M-V/def2-TZVPD) on 2 unconnected molecules or ions with the total composition C2H7N4S.

Computed properties:
Gap between HOMO and LUMO (spin up / spin down) ... 8.39 / 8.41 eV
Highest occupied orbital energy (spin up / spin down) ... -14.30 / -14.30 eV

ORCA input file:
```
! wB97M-V def2-TZVPD RIJCOSX def2/J DEFGRID3
* xyz 1 1
C 0.28871 -0.37363 1.30046
C 0.87449 1.18188 -0.10125
N 1.14490 0.57429 1.12851
N -0.54789 -0.60141 0.22831
N 0.12477 -2.28183 -0.62894
N -0.33237 0.43319 -0.69550
S -1.76456 1.56933 -0.80969
H 0.28728 -0.82891 2.27194
H 0.56531 2.28422 0.17365
H 1.64469 1.34474 -0.88218
H 0.21357 -3.00200 0.16443
H -0.82613 -2.56590 -0.95997
H -0.24790 0.13308 -1.59440
H -1.42488 2.13296 0.40463
*
```

Table of Löwdin atomic charges, one value per atom, all in e: number 1, C, carries -0.175; number 2, C, carries -0.207; number 3, N, carries 0.106; number 4, N, carries -0.029; number 5, N, carries 0.170; number 6, N, carries -0.360; number 7, S, carries 0.913; number 8, H, carries 0.139; number 9, H, carries 0.140; number 10, H, carries 0.149; number 11, H, carries 0.085; number 12, H, carries 0.054; number 13, H, carries 0.082; number 14, H, carries -0.067

---

iv | ORCA calculation (ωB97M-V/def2-TZVPD) on 2 unconnected molecules or ions with the total composition C2H7N4S.

Computed properties:
Gap between HOMO and LUMO ... 8.44 eV
Highest occupied orbital energy ... -13.87 eV

ORCA input file:
```
! wB97M-V def2-TZVPD RIJCOSX def2/J DEFGRID3
* xyz 1 1
C -1.41719 -0.11671 -0.30018
C -1.62208 -1.11741 0.75231
N 0.47647 -1.28286 -0.39071
N -0.26769 -0.19217 -0.90433
N 0.25734 0.64850 -1.76216
N 0.85287 0.74809 1.62021
S -0.36026 -2.13548 0.74145
H -2.13953 0.66676 -0.44089
H 1.38875 -1.31426 -0.78484
H 0.64129 0.24810 -2.64861
H -0.19779 1.59063 -1.69519
H 1.79213 0.64696 1.84442
H 0.16578 0.06581 2.01770
H 0.42992 1.54403 1.95082
*
```

Table of Löwdin atomic charges, one value per atom, all in e: number 1, C, carries -0.139; number 2, C, carries -0.341; number 3, N, carries -0.219; number 4, N, carries -0.238; number 5, N, carries 0.155; number 6, N, carries 0.063; number 7, S, carries 1.100; number 8, H, carries 0.133; number 9, H, carries 0.126; number 10, H, carries 0.170; number 11, H, carries 0.170; number 12, H, carries 0.011; number 13, H, carries 0.013; number 14, H, carries -0.003

---

Q: Which of them is the least stable? A: iii.